A molecular structure, C16H9CaClIN2O5, computed with ωB97M-V/def2-TZVPD.

Geometry as XYZ:
```
35
Properties=species:S:1:pos:R:3:mulliken_charge:R:1
Ca -0.02871 0.30456 0.29766 2.22
O 3.36111 -1.69698 -1.46588 -0.40
C 2.23452 -1.08350 -1.18853 0.40
O 2.12299 -0.10820 -0.47387 -0.65
C 1.01641 -1.71882 -1.85321 0.39
C 1.02055 -2.80587 -2.70362 -0.54
C -0.21153 -3.26741 -3.15024 -0.64
C -1.38784 -2.66543 -2.72216 -0.71
C -1.29151 -1.58730 -1.86681 1.02
N -0.10785 -1.12670 -1.48351 -0.40
C -2.43562 -0.80208 -1.20729 0.56
O -3.68214 -1.15948 -1.41649 -0.43
O -2.17606 0.13634 -0.48449 -0.62
H 4.08297 -1.24435 -0.97934 0.42
H 1.94512 -3.28053 -3.00091 0.53
H -0.25865 -4.11373 -3.82228 0.45
H -2.33989 -3.05454 -3.06201 0.23
H -3.74702 -1.94276 -1.99065 0.30
Cl 0.14242 1.42645 7.20595 -0.24
C 0.08822 0.72911 5.61099 0.30
C -0.00221 -0.61226 5.47495 -0.47
C -0.04692 -1.21507 4.19678 -0.38
I -0.18141 -3.27672 4.08871 0.06
C -0.00181 -0.48749 3.03190 0.85
O -0.04025 -1.03635 1.82573 -1.11
C 0.09346 0.95944 3.19047 0.30
N 0.13841 1.74726 2.04364 -0.73
C 0.22693 3.05705 2.17027 -0.17
C 0.27818 3.71748 3.39952 -0.86
C 0.23296 2.96636 4.53489 -0.56
C 0.13884 1.55891 4.46548 0.20
H -0.03991 -1.22957 6.36238 0.41
H 0.25874 3.63437 1.25252 0.41
H 0.34978 4.79575 3.43550 0.42
H 0.26860 3.44350 5.50537 0.43
```

* highest occupied orbital energy: -9.98 eV
* LUMO energy: -4.4 eV
* ΔE to the lowest compared entry with this formula, charge and spin: 49.45 kJ/mol
* net charge: +1
* molar mass: 511.69 u

A molecular structure, C29H22Br5N2O4RhSe, computed with ωB97M-V/def2-TZVPD.

Geometry as XYZ:
```
64
Properties=species:S:1:pos:R:3:mulliken_charge:R:1
Rh 0.15890 -0.51522 -0.63614 1.20
Br -6.12740 2.32211 -0.52534 -0.15
C -4.28261 2.00140 -0.28882 0.08
C -3.54914 2.78067 0.58666 0.38
Br -4.38258 4.16953 1.55134 -0.17
C -2.18521 2.53465 0.76574 -0.33
Br -1.10018 3.51737 1.94627 -0.10
C -1.57696 1.49474 0.07969 0.24
O -0.27441 1.13383 0.25240 -0.68
C -2.29730 0.73958 -0.81620 0.80
O -1.58512 -0.20679 -1.48803 -1.13
C -3.65654 0.97330 -0.99471 -0.21
Br -4.54475 -0.10580 -2.25374 -0.04
C 2.87010 0.92987 0.24034 -0.93
O 2.35259 -0.24706 -0.42185 -0.48
C 2.96396 -1.46394 -0.19168 0.87
C 4.17287 -1.62062 0.44756 -0.27
C 4.65476 -2.90640 0.65575 -0.42
Br 6.32308 -3.12434 1.51622 -0.19
C 3.92499 -4.01090 0.28393 -0.86
C 2.69379 -3.83743 -0.35203 0.89
C 2.25735 -2.55012 -0.64032 0.40
O 1.14131 -2.26358 -1.38161 -0.90
C 1.85303 -5.02237 -0.62312 -0.02
N 2.25867 -6.13930 -1.14950 -0.76
C 1.14157 -6.96384 -1.15126 0.30
C 1.00473 -8.27365 -1.60768 -0.74
C -0.23399 -8.87031 -1.48389 -0.47
C -1.32332 -8.18925 -0.92081 -0.57
C -1.21050 -6.88850 -0.46815 -0.69
C 0.04058 -6.29254 -0.59754 0.58
N 0.51115 -5.02451 -0.28352 0.14
H 3.84762 1.17615 -0.16684 0.38
H 2.92516 0.75686 1.31448 0.43
H 2.15452 1.71879 0.03323 0.18
H 4.73805 -0.76861 0.78973 0.56
H 4.27177 -5.01462 0.48841 0.58
H 0.57299 -3.03488 -1.43957 0.41
H 1.84886 -8.79452 -2.04066 0.45
H -0.37340 -9.88743 -1.82608 0.38
H -2.27704 -8.69644 -0.83996 0.39
H -2.05201 -6.36660 -0.03511 0.53
H 0.06455 -4.34076 0.31617 -0.07
C -6.82956 -2.08476 0.50919 -1.68
C -5.33576 -2.03985 0.64376 0.65
C -4.50820 -2.63699 -0.29939 -0.97
C -3.12732 -2.58436 -0.20847 1.50
C -2.32581 -3.20828 -1.31231 -0.99
C -2.54934 -1.93472 0.88738 0.39
Se -0.65902 -1.89989 1.19985 -0.07
C -3.36430 -1.30635 1.85138 0.74
C -2.79494 -0.54371 3.02303 -1.67
C -4.74127 -1.37326 1.70733 -0.96
H -7.12741 -2.55958 -0.42537 0.35
H -7.24864 -1.07671 0.52673 0.35
H -7.28082 -2.64326 1.33217 0.37
H -4.95416 -3.13058 -1.15519 0.34
H -2.97715 -3.48101 -2.14056 0.48
H -1.82052 -4.10847 -0.98748 -0.27
H -1.58931 -2.50197 -1.69556 0.07
H -2.18564 0.29396 2.68988 0.27
H -2.15086 -1.17146 3.63923 0.37
H -3.60025 -0.15627 3.64649 0.40
H -5.36761 -0.88253 2.44505 0.35
```

* highest occupied orbital energy: -7.96 eV
* LUMO energy: -1.4 eV
* molar mass: 1043.89 u

| no. | calculated total energy (eV) |
| --- | --- |
| 1 | -69016.25191 |
| 2 | -460167.22606 |